Entry 1:
ORCA calculation (ωB97M-V/def2-TZVPD) on 8 unconnected molecules or ions with the total composition C54H83F3N2O24S at a distorted geometry.

Calculated values
F_max = 0.0550 hartree/bohr
2S+1 = 1
Frontier orbital gap = 0.2643 Ha
SMILES string = C=CC(N)(N)[C@](CCCCCCCCOC)(Cc1ccccc1)O[C@](S)(C=C)C[C@H](O)C(F)(F)F.C[C@@H]1COC(=O)O1.C[C@@H]1COC(=O)O1.C[C@@H]1COC(=O)O1.C[C@@H]1COC(=O)O1.C[C@@H]1COC(=O)O1.C[C@@H]1COC(=O)O1.C[C@@H]1COC(=O)O1
E_LUMO = 0.27 eV

Last column: Mulliken charge in e.
Atoms and positions in Å:
S1 0.522 -3.067 1.347  -0.2650
F1 -0.939 -2.257 -3.379  -0.1419
F2 -1.637 -4.290 -3.213  -0.3193
F3 0.420 -3.955 -3.733  -0.3176
O1 -7.248 1.833 3.545  -0.3873
O2 -0.904 5.689 -1.095  -0.3751
O3 1.429 -0.925 0.231  -0.1884
O4 8.174 2.218 -1.105  -0.5440
O5 5.884 -1.570 5.626  -0.3399
O6 -4.008 3.027 -5.539  -0.3836
O7 0.335 -0.315 -8.044  -0.3215
O8 -2.387 4.347 -2.088  0.0202
O9 7.740 3.983 0.231  -0.3252
O10 -6.048 3.829 -5.022  -0.5505
O11 -1.361 0.162 -9.454  -0.5294
O12 4.422 -2.884 4.561  -0.1466
O13 0.359 -3.902 6.928  -0.3722
O14 2.253 -4.942 7.565  -0.5861
O15 -0.345 3.555 -1.588  -0.3315
O16 -3.736 -2.856 0.979  -0.4805
O17 1.876 -2.791 8.136  -0.3548
O18 -0.922 -1.972 -8.869  -0.3820
O19 -6.263 1.123 1.665  -0.0557
O20 4.279 -0.645 4.340  -0.4630
O21 8.551 2.096 1.117  -0.3625
O22 -0.315 -4.909 -1.098  -0.5945
O23 -5.825 1.833 -6.052  -0.3607
O24 -5.374 0.581 3.667  -0.4802
N1 4.283 0.102 -0.024  -0.1290
N2 3.654 -1.020 -2.094  -0.3614
C1 0.927 -1.826 7.658  -0.0626
C2 -0.543 0.136 -1.531  2.2404
C3 -4.607 -0.816 0.095  -1.0856
C4 -0.712 -0.630 -8.851  0.6838
C5 -1.212 -2.140 6.324  -1.1853
C6 4.932 -5.076 5.491  -1.2795
C7 -2.931 0.402 -2.298  -0.0532
C8 0.935 0.319 -1.891  -3.0922
C9 -2.233 1.743 -6.614  -1.3865
C10 4.811 -1.605 4.795  0.4199
C11 2.118 1.041 2.650  -0.8048
C12 3.660 1.401 -1.954  -0.1420
C13 8.653 3.108 2.131  0.4907
C14 -0.586 -3.480 -2.957  0.2483
C15 -4.192 5.864 -2.645  -1.5372
C16 1.704 1.436 0.202  -1.0874
C17 -1.994 6.514 -1.537  -0.6266
C18 -3.001 -3.258 2.123  -0.4527
C19 8.160 2.717 -0.028  0.7300
C20 -0.274 -2.691 7.371  0.5835
C21 1.701 0.813 3.931  -0.7530
C22 4.557 2.297 -1.532  -1.2900
C23 -1.135 4.445 -1.586  0.2501
C24 -0.234 -3.536 -1.435  0.1289
C25 1.198 1.147 1.619  0.3046
C26 6.042 -2.896 6.155  -0.5515
C27 -9.317 2.805 2.702  -1.4834
C28 3.031 -2.804 0.448  -0.8062
C29 -3.551 1.707 -5.886  1.7201
C30 3.224 -3.781 1.426  -1.4276
C31 -7.543 1.655 1.297  -0.6155
C32 -1.456 0.591 -2.689  -1.3177
C33 1.206 -2.965 -1.305  -0.5477
C34 -4.591 -1.754 1.314  -0.8037
C35 1.862 0.093 -0.651  1.8268
C36 5.472 -3.741 5.048  0.4920
C37 -0.133 1.015 1.947  0.5030
C38 -6.211 1.126 3.024  0.4595
C39 0.369 0.676 4.262  -0.8616
C40 -4.712 1.208 -6.710  -0.4188
C41 -0.123 -3.896 -7.601  -1.3674
C42 0.229 -2.586 -8.262  0.4539
C43 0.668 -1.502 -7.311  0.0525
C44 7.626 4.102 1.654  -0.4073
C45 -5.363 2.980 -5.496  0.5809
C46 -0.546 0.786 3.237  -0.7969
C47 8.391 2.544 3.506  -1.3484
C48 -7.847 2.562 2.462  0.4897
C49 -3.413 0.145 0.223  0.4063
C50 -3.308 1.114 -0.983  -0.8721
C51 1.562 -3.975 7.548  0.6223
C52 1.622 -2.295 0.049  1.7297
C53 3.331 0.103 -1.144  -0.2396
C54 -3.110 5.510 -1.658  0.5432
H1 -1.852 0.735 -6.770  -0.0224
H2 8.577 3.296 4.272  0.3865
H3 3.836 -0.248 0.819  0.0046
H4 -4.826 4.998 -2.835  0.3518
H5 -4.813 6.682 -2.279  0.4240
H6 -5.603 -2.144 1.505  0.3979
H7 -7.488 2.182 0.348  0.3770
H8 2.659 1.938 0.347  1.0840
H9 7.359 2.200 3.599  0.2629
H10 1.388 -2.347 -2.187  0.1091
H11 -1.763 -1.284 6.714  0.4336
H12 -4.682 1.558 -7.744  0.3237
H13 0.100 -1.499 -6.377  -0.1203
H14 -0.785 -0.884 -1.229  -0.7124
H15 5.038 -0.545 -0.224  0.4766
H16 1.864 -3.831 -1.432  0.6992
H17 0.774 -4.398 -7.241  0.3949
H18 -3.643 -3.295 3.016  0.4625
H19 -3.447 1.139 -4.958  -0.7348
H20 -2.328 2.230 -7.585  0.5271
H21 5.468 -2.964 7.083  0.2903
H22 -1.497 2.312 -6.045  0.3525
H23 0.281 -5.358 -1.711  0.5081
H24 4.271 -4.956 6.349  0.2173
H25 -1.013 -2.946 -0.952  0.1207
H26 7.832 5.120 1.978  0.3172
H27 3.613 -3.540 2.420  0.3955
H28 0.971 -2.750 -9.049  0.2465
H29 -8.246 0.823 1.207  0.3041
H30 -2.158 -2.575 2.297  -0.1116
H31 0.735 -1.061 8.407  0.3616
H32 -3.550 5.292 -0.679  0.2615
H33 -9.473 3.275 3.672  0.3602
H34 4.341 3.356 -1.695  0.2646
H35 5.502 2.044 -1.067  0.2141
H36 3.175 1.175 2.436  0.3995
H37 9.664 3.525 2.083  0.2316
H38 4.341 -5.537 4.698  0.3282
H39 -0.827 -2.921 8.287  0.2227
H40 1.025 1.367 -2.190  0.8095
H41 -1.187 0.124 -3.644  0.4240
H42 0.062 0.522 5.291  0.7317
H43 3.929 -2.461 -0.062  0.4776
H44 -0.919 1.116 1.204  0.0157
H45 -1.602 0.688 3.483  0.5896
H46 -3.553 0.849 -3.086  -0.6471
H47 -5.523 -0.230 0.042  0.1795
H48 -3.198 -0.660 -2.230  0.3766
H49 -3.457 0.703 1.165  0.7014
H50 -3.762 6.157 -3.604  0.3256
H51 2.993 -4.830 1.210  0.2569
H52 -4.506 -1.462 -0.782  0.6798
H53 1.242 -0.262 -2.772  0.8750
H54 9.032 1.682 3.695  0.3527
H55 -9.873 1.866 2.709  0.3549
H56 -4.811 0.126 -6.699  0.3119
H57 -9.732 3.449 1.927  0.3768
H58 6.606 3.831 1.939  0.2540
H59 -4.219 -1.217 2.191  0.4598
H60 0.410 -2.090 2.275  0.0059
H61 -4.306 1.568 -1.079  0.8017
H62 1.339 -1.357 6.760  -0.0268
H63 -7.319 3.516 2.372  0.2659
H64 0.970 2.111 -0.238  -0.1891
H65 5.743 -5.752 5.762  0.4061
H66 4.663 -1.059 -2.212  0.4228
H67 6.197 -3.875 4.239  0.2782
H68 -0.727 0.865 -0.740  -0.7682
H69 -0.797 -3.741 -6.757  0.2557
H70 3.323 -0.714 -3.006  0.2988
H71 -1.715 6.961 -2.494  0.3150
H72 7.088 -3.112 6.362  0.3109
H73 -0.664 -1.826 5.433  -0.0295
H74 -0.637 -4.552 -8.303  0.3694
H75 -2.621 1.923 -0.705  -0.1452
H76 2.424 0.754 4.738  0.4686
H77 -1.923 -2.903 6.008  0.4025
H78 -1.296 1.673 -2.778  0.5391
H79 1.731 -1.535 -7.084  0.3280
H80 -2.610 -4.273 1.994  0.3449
H81 3.125 1.519 -2.899  0.4713
H82 -2.205 7.304 -0.819  0.3158
H83 -2.518 -0.494 0.229  -0.5851

***

Entry 2:
ORCA calculation (ωB97M-V/def2-TZVPD) on 10 unconnected molecules or ions with the total composition C54H86N4O14S3 at a distorted geometry.

Calculated values
F_max = 0.0525 hartree/bohr
2S+1 = 1
Frontier orbital gap = 0.3375 Ha
SMILES string = O=[N+]([O-])c1ccccc1.O=[N+]([O-])c1ccccc1.O=[N+]([O-])c1ccccc1.O=[N+]([O-])c1ccccc1.O=S1(=O)CCCC1.O=S1(=O)CCCC1.O=S1(=O)CCCC1.CCCCCC.CCCCCC.CCCCCC
E_LUMO = -0.71 eV

Last column: Mulliken charge in e.
Atoms and positions in Å:
S1 -5.802 -0.517 3.266  1.0899
S2 -2.725 -2.650 -5.168  1.1518
S3 -5.179 3.839 -0.903  1.0259
O1 -3.123 -4.466 1.584  -0.3680
O2 3.679 4.992 1.721  -0.3178
O3 -5.989 2.704 -0.574  -0.5504
O4 -4.710 -5.920 1.489  -0.5910
O5 3.856 3.082 -0.538  -0.6080
O6 5.368 6.255 2.082  -0.6256
O7 -5.433 4.667 -2.067  -0.6795
O8 -6.279 -0.929 4.564  -0.7019
O9 3.763 -1.701 -4.707  -0.6176
O10 -3.696 -1.862 -5.877  -0.6884
O11 -3.138 -3.538 -4.101  -0.6450
O12 4.353 5.073 -1.109  -0.6205
O13 -5.089 0.731 3.106  -0.5683
O14 2.562 -0.105 -3.906  -0.5741
N1 -3.721 -5.445 1.976  0.9058
N2 3.282 -1.066 -3.797  1.0567
N3 4.782 5.185 2.163  0.8648
N4 3.591 4.137 -1.095  1.1263
C1 2.507 -8.193 -0.500  -0.3406
C2 2.068 8.794 0.814  -0.9533
C3 -1.473 -6.039 4.953  -0.9326
C4 -0.278 -2.863 -6.120  -0.6323
C5 2.206 -9.639 -0.083  -0.7691
C6 6.578 4.391 3.653  -0.5155
C7 -3.327 -0.764 -0.971  -0.0334
C8 2.009 -5.759 -0.131  -0.3516
C9 1.707 7.321 0.449  0.2535
C10 -2.662 -8.099 4.450  -0.6417
C11 1.495 3.148 -1.851  0.7922
C12 1.053 -10.398 -0.793  -1.1795
C13 0.936 5.409 -3.399  -0.7588
C14 0.345 3.165 -2.646  -0.9689
C15 1.428 -7.161 -0.149  -0.6848
C16 0.956 -4.713 0.285  -0.7877
C17 0.421 5.281 1.164  -0.2458
C18 -3.191 -6.071 3.189  -0.0067
C19 -2.196 -1.803 -0.743  0.2784
C20 -1.484 -1.484 -4.562  -0.2945
C21 0.140 4.264 -3.453  -0.5488
C22 -2.217 -5.431 3.956  0.1337
C23 -4.961 -1.869 2.386  0.0547
C24 -0.772 -1.285 -0.626  0.4834
C25 -3.430 3.276 -0.889  -0.7593
C26 -1.740 -7.398 5.209  -0.2094
C27 -3.322 -7.429 3.421  -0.2927
C28 -5.964 -2.502 1.442  -0.5098
C29 0.724 0.156 0.848  0.6947
C30 7.282 3.356 4.237  -0.5934
C31 -7.288 -0.497 2.126  -0.8779
C32 -0.596 -1.388 -5.763  -0.7789
C33 5.533 4.101 2.797  -0.0597
C34 -4.880 4.995 0.542  -0.9597
C35 -2.912 3.403 0.545  1.0195
C36 4.608 -2.233 0.052  -0.7149
C37 2.333 4.234 -1.866  -0.0819
C38 -6.776 -1.325 0.950  -0.4532
C39 4.483 -3.198 -0.968  -0.3097
C40 3.650 -0.598 -1.418  0.1041
C41 6.892 2.046 3.985  -0.3989
C42 -0.666 -0.409 0.630  -0.1056
C43 0.705 1.318 1.851  -0.6045
C44 5.142 2.801 2.530  0.5557
C45 -3.541 4.621 1.230  -0.7107
C46 2.566 9.618 -0.371  -0.4286
C47 -1.661 -3.534 -6.338  -0.6773
C48 4.140 -0.956 -0.151  -0.4280
C49 5.762 1.759 3.202  -0.6700
C50 2.623 11.117 -0.168  -1.3234
C51 4.106 -2.831 -2.246  -0.7158
C52 3.670 -1.512 -2.445  0.0149
C53 2.015 5.422 -2.528  -0.4593
C54 0.952 6.654 1.570  -1.1181
H1 0.091 -9.938 -0.563  0.2883
H2 0.095 -4.762 -0.382  0.3660
H3 -2.909 5.505 1.118  0.1386
H4 1.286 9.352 1.334  0.4109
H5 -1.564 -4.599 -6.154  0.3689
H6 0.941 0.563 -0.153  -0.4955
H7 -2.432 -2.364 0.168  -0.4294
H8 4.353 2.626 1.811  0.0625
H9 -0.441 2.431 -2.539  0.6976
H10 0.259 -2.775 -7.066  0.3526
H11 4.118 -3.478 -3.111  0.4939
H12 -3.293 2.337 -1.415  0.2116
H13 -1.237 -7.932 6.006  0.3722
H14 2.708 11.501 -1.193  0.3767
H15 2.627 6.297 -2.362  0.6444
H16 4.226 -0.226 0.642  0.5140
H17 2.921 -5.614 0.459  0.3516
H18 1.994 -9.625 0.992  0.3005
H19 3.441 11.468 0.456  0.3132
H20 -4.596 5.930 0.054  0.3961
H21 -0.004 2.057 1.481  -0.2411
H22 0.973 -11.407 -0.385  0.3694
H23 0.417 0.954 2.836  0.5135
H24 0.535 6.326 -3.809  0.3675
H25 1.090 4.475 1.458  -0.0244
H26 6.749 5.451 3.790  0.4790
H27 2.446 -5.491 -1.102  0.2158
H28 1.262 -10.447 -1.860  0.2992
H29 -3.958 -8.094 2.843  0.3723
H30 1.761 2.254 -1.302  -0.0651
H31 7.421 1.178 4.356  0.3867
H32 4.895 -2.625 1.019  0.3613
H33 -0.999 -0.732 -6.535  0.3573
H34 8.148 3.544 4.855  0.3772
H35 -2.146 -3.296 -7.283  0.3873
H36 3.329 0.429 -1.531  0.2951
H37 -3.613 4.565 2.316  0.4999
H38 -1.366 0.430 0.631  -0.3771
H39 -6.246 -0.728 0.201  0.1024
H40 -0.066 -2.101 -0.465  -0.6994
H41 0.320 -3.408 -5.397  0.3192
H42 0.510 -7.228 -0.742  0.3528
H43 0.194 5.257 0.096  0.0770
H44 5.520 0.723 3.016  0.4287
H45 -4.041 -1.185 -1.673  0.5402
H46 1.967 9.382 -1.263  0.3457
H47 -2.795 0.134 -1.297  -0.6744
H48 2.680 6.867 0.206  -0.1031
H49 1.489 -0.614 0.963  0.2797
H50 1.691 11.605 0.128  0.3312
H51 -0.669 -5.530 5.459  0.4191
H52 -6.582 -3.169 2.046  0.3563
H53 0.153 7.387 1.725  0.5165
H54 -0.887 -1.033 1.506  0.3593
H55 -2.243 -2.610 -1.480  0.4690
H56 -3.131 2.519 1.150  0.1246
H57 -0.932 -1.894 -3.712  -0.0721
H58 1.299 7.193 -0.562  0.4986
H59 1.382 -3.709 0.301  -0.0699
H60 -0.443 -0.706 -1.496  0.3025
H61 4.555 -4.260 -0.777  0.5228
H62 -3.816 -0.474 -0.042  -0.1551
H63 -7.486 0.541 1.872  0.4451
H64 -5.800 5.286 1.042  0.4688
H65 -1.959 -0.604 -4.127  0.5578
H66 0.609 -4.902 1.303  0.2438
H67 -8.086 -0.909 2.737  0.3440
H68 1.694 1.779 1.842  0.0325
H69 0.987 -7.354 0.839  0.3836
H70 -7.609 -1.641 0.309  0.4299
H71 0.265 -0.803 -5.413  0.2875
H72 -4.593 -2.613 3.097  0.3769
H73 3.032 -10.355 -0.126  0.3958
H74 -0.815 4.328 -3.965  0.4056
H75 -0.527 5.124 1.688  0.2887
H76 2.883 8.608 1.520  0.2175
H77 -2.839 -9.151 4.604  0.4095
H78 -5.481 -3.015 0.614  0.2981
H79 -4.049 -1.508 1.909  -0.3497
H80 -2.094 -4.406 3.613  0.3968
H81 1.512 6.550 2.499  0.2780
H82 -2.919 4.061 -1.455  0.2747
H83 -1.824 3.455 0.517  -0.5631
H84 3.507 9.203 -0.754  0.3353
H85 2.800 -8.144 -1.547  0.3278
H86 3.304 -7.954 0.209  0.2718

***

Which formula does entry 2 have?
C54H86N4O14S3

***

F_max of number 2 (C54H86N4O14S3)?
0.0525 hartree/bohr